Computed, not measured: C5H7N as an isolated structure, with ωB97M-V/def2-TZVPD.

```
13
Properties=species:S:1:pos:R:3:lowdin_charge:R:1
C 0.09 -1.25 -0.57 -0.08
C 0.73 0.09 -0.74 -0.16
C -0.77 -0.04 -0.79 -0.22
N -0.93 0.90 0.36 0.02
C 0.22 0.45 1.84 0.10
C 0.55 1.00 0.52 -0.35
H 0.09 -1.79 0.37 0.09
H 0.16 -1.89 -1.45 0.11
H 1.41 0.33 -1.55 0.13
H -1.46 0.07 -1.63 0.13
H 0.28 -0.65 1.82 0.01
H -1.40 0.75 1.30 0.11
H 0.97 2.00 0.45 0.12
```

energy above the lowest of the compared OMol25 structures with the same formula, charge and spin = 142.7 kcal per mole
E_LUMO = 0.878 eV
HOMO-LUMO gap = 9.34 eV

***

Computed, not measured: C28H28N7NiO3S as an isolated structure at a distorted geometry, with ωB97M-V/def2-TZVPD.

```
68
Properties=species:S:1:pos:R:3:lowdin_charge:R:1
Ni 0.17 0.65 -0.61 0.57
C 1.33 3.27 -1.62 -0.10
N 0.23 2.90 -0.73 -0.06
C 0.34 3.45 0.62 -0.09
C 0.32 2.36 1.64 -0.31
N 0.61 1.10 1.36 0.11
C 0.48 0.40 2.53 -0.20
C 0.65 -0.95 2.82 -0.01
C 0.45 -1.35 4.12 -0.08
C 0.09 -0.44 5.13 -0.08
C -0.08 0.90 4.86 -0.01
C 0.12 1.30 3.55 -0.18
N 0.06 2.54 2.95 0.18
C 2.45 2.30 -1.43 -0.28
N 2.19 1.02 -1.24 0.12
C 3.41 0.39 -1.12 -0.19
C 3.74 -0.95 -0.96 -0.01
C 5.08 -1.27 -0.88 -0.07
C 6.08 -0.30 -0.97 -0.07
C 5.77 1.03 -1.15 -0.01
C 4.43 1.36 -1.24 -0.18
N 3.77 2.56 -1.43 0.19
H 1.68 4.30 -1.45 0.13
H 0.99 3.20 -2.66 0.14
H -0.66 3.15 -1.15 0.13
H -0.48 4.14 0.84 0.14
H 1.29 4.00 0.72 0.14
H 0.93 -1.64 2.04 0.09
H 0.59 -2.38 4.39 0.10
H -0.05 -0.81 6.13 0.11
H -0.35 1.61 5.63 0.11
H -0.31 3.37 3.38 0.18
H 2.97 -1.70 -0.90 0.08
H 5.37 -2.30 -0.76 0.11
H 7.11 -0.60 -0.89 0.11
H 6.54 1.78 -1.23 0.11
H 4.22 3.46 -1.56 0.17
O -2.32 2.44 1.40 0.06
C -2.60 1.60 0.56 -0.50
N -1.79 0.64 0.09 -0.08
S -2.29 0.10 -1.38 0.69
O -1.33 0.72 -2.29 -0.32
O -2.40 -1.32 -1.47 -0.28
C -3.94 0.80 -1.29 -0.19
C -5.11 0.50 -1.94 -0.03
C -6.31 0.95 -1.38 -0.05
C -6.31 1.71 -0.22 -0.04
C -5.12 2.02 0.42 0.01
C -3.95 1.52 -0.10 -0.14
H -5.11 -0.10 -2.84 0.12
H -7.24 0.69 -1.85 0.11
H -7.25 2.05 0.19 0.11
H -5.09 2.60 1.34 0.13
C -0.93 -4.20 0.07 -0.01
C -0.20 -3.73 -1.20 -0.57
C -1.09 -3.92 -2.43 -0.02
C 1.14 -4.47 -1.37 -0.02
C 0.10 -2.34 -1.00 -0.09
N 0.47 -1.29 -0.72 0.20
H -1.07 -5.28 0.03 0.10
H -1.90 -3.72 0.14 0.09
H -0.36 -3.97 0.97 0.09
H -1.48 -4.94 -2.45 0.10
H -0.53 -3.74 -3.34 0.10
H -1.93 -3.22 -2.39 0.06
H 0.96 -5.54 -1.45 0.10
H 1.80 -4.29 -0.53 0.09
H 1.64 -4.15 -2.28 0.09
```

energy above the lowest of the compared OMol25 structures with the same formula, charge and spin = 7.4 kcal per mole
E_LUMO (alpha / beta) = -1.935 / -1.985 eV
HOMO-LUMO gap (alpha / beta) = 9.06 / 9.02 eV
total charge = +1
multiplicity = 3

***

Computed, not measured: Cl3H2NaO13 as an isolated structure at a distorted geometry, with ωB97M-V/def2-TZVPD.

```
19
Properties=species:S:1:pos:R:3:lowdin_charge:R:1
Na 1.12 0.19 -0.99 0.63
Cl -1.75 2.51 0.00 0.63
O -0.69 3.51 0.07 -0.39
O -2.74 2.71 1.02 -0.35
O -2.41 2.55 -1.27 -0.37
O -1.27 1.18 0.16 -0.34
Cl 1.57 -0.86 2.49 0.62
O 2.43 0.19 1.88 -0.42
O 2.35 -2.00 2.92 -0.38
O 0.97 -0.24 3.62 -0.37
O 0.55 -1.25 1.58 -0.35
Cl -0.99 -3.38 -1.60 0.59
O -0.18 -4.43 -1.12 -0.35
O -1.46 -3.65 -2.92 -0.40
O -2.15 -3.15 -0.84 -0.34
O -0.13 -2.22 -1.74 -0.40
O 1.79 2.49 -0.92 -0.05
H 1.95 2.88 -1.78 0.05
H 1.05 2.98 -0.57 0.00
```

E_LUMO = 3.594 eV
HOMO-LUMO gap = 7.28 eV
total charge = -2

***

Computed, not measured: an isolated ion of composition C7H5ClFO2 and charge -1 at a distorted geometry, with ωB97M-V/def2-TZVPD.

```
16
Properties=species:S:1:pos:R:3:lowdin_charge:R:1
O 1.20 -1.16 1.77 -0.02
C 1.65 -1.15 0.63 -0.76
O 2.33 -1.92 0.00 -0.02
C 1.09 0.17 -0.31 -0.65
Cl 2.35 0.91 -1.24 0.66
C 0.18 -0.71 -1.17 -0.10
C -1.17 -0.83 -0.88 -0.12
C -1.77 -0.05 0.14 -0.15
C -1.25 0.94 0.81 -0.06
C 0.19 1.30 0.60 -0.29
F 0.30 2.53 0.01 -0.06
H 0.53 -1.32 -2.10 0.14
H -1.90 -1.55 -1.33 0.10
H -2.82 -0.28 0.11 0.09
H -1.68 1.71 1.42 0.10
H 0.79 1.40 1.54 0.14
```

energy above the lowest of the compared OMol25 structures with the same formula, charge and spin = 15.8 kcal per mole
E_LUMO = 3.634 eV
HOMO-LUMO gap = 7.79 eV
total charge = -1
SMILES = O=C([O-])[C@@]1(Cl)C=CC=C[C@@H]1F

***

Computed, not measured: one molecule with the formula C4H6N2 at a distorted geometry, with ωB97M-V/def2-TZVPD.

```
12
Properties=species:S:1:pos:R:3:lowdin_charge:R:1
N 2.54 -0.26 -1.09 0.14
C 1.46 -0.19 -0.66 -0.17
C 0.22 0.10 0.03 -0.52
N 0.39 1.18 0.98 0.08
C -1.09 -0.04 -0.73 -0.08
C -0.74 -1.03 0.33 -0.08
H 1.14 0.94 1.62 0.09
H 0.74 2.00 0.48 0.09
H -1.05 -0.36 -1.76 0.11
H -1.87 0.67 -0.49 0.11
H -1.29 -0.98 1.27 0.11
H -0.46 -2.04 0.03 0.11
```

energy above the lowest of the compared OMol25 structures with the same formula, charge and spin = 30.8 kcal per mole
E_LUMO = 0.950 eV
HOMO-LUMO gap = 11.37 eV
SMILES = N#CC1(N)CC1

***

Computed, not measured: C36H46N4RhSb as an isolated structure, with ωB97M-V/def2-TZVPD.

```
88
Properties=species:S:1:pos:R:3:lowdin_charge:R:1
Rh 0.68 0.23 0.34 0.93
C -1.47 2.07 3.32 -0.19
C -1.16 0.64 3.80 -0.17
C 0.23 0.09 3.44 -0.22
N 0.34 -0.63 2.18 -0.08
C 0.16 -1.95 2.14 -0.27
C -0.40 -2.67 3.22 -0.03
C -0.59 -4.06 3.39 -0.10
C -0.37 -5.09 2.51 -0.11
C 0.14 -5.03 1.18 -0.12
C 0.61 -3.91 0.53 -0.07
C 0.66 -2.56 0.89 -0.28
N 1.27 -1.64 0.04 -0.14
C 2.49 -2.00 -0.65 -0.22
C 3.49 -0.85 -0.78 -0.17
C 3.77 -0.06 0.51 -0.19
N 2.70 0.90 0.73 0.00
C 2.72 1.87 1.57 -0.22
C 3.83 2.05 2.49 0.00
C 4.21 3.13 3.22 -0.08
C 3.60 4.39 3.30 -0.07
C 2.36 4.76 2.79 -0.08
C 1.41 4.01 2.12 0.00
C 1.47 2.70 1.57 -0.20
N 0.43 2.12 0.99 -0.06
C -0.87 2.75 0.86 -0.20
C -1.90 2.19 1.85 -0.18
H -2.28 2.45 3.95 0.11
H -0.60 2.71 3.52 0.10
H -1.22 0.65 4.89 0.11
H -1.93 -0.04 3.44 0.11
H 0.93 0.92 3.41 0.10
H 0.58 -0.57 4.24 0.11
H -0.78 -2.07 4.04 0.08
H -0.99 -4.35 4.35 0.10
H -0.61 -6.08 2.88 0.09
H 0.21 -5.96 0.63 0.09
H 1.00 -4.11 -0.47 0.11
H 2.96 -2.83 -0.10 0.12
H 2.27 -2.36 -1.66 0.12
H 4.43 -1.27 -1.15 0.11
H 3.12 -0.14 -1.52 0.09
H 3.85 -0.73 1.37 0.13
H 4.72 0.46 0.40 0.12
H 4.49 1.19 2.55 0.10
H 5.12 3.01 3.79 0.11
H 4.14 5.16 3.84 0.10
H 2.06 5.78 3.00 0.11
H 0.48 4.53 1.98 0.09
H -0.82 3.84 0.95 0.10
H -1.21 2.53 -0.15 0.10
H -2.77 2.84 1.77 0.11
H -2.21 1.21 1.49 0.04
C 0.74 0.80 -1.59 -0.18
C 0.78 1.15 -2.75 -0.13
C 0.83 1.57 -4.13 -0.26
C -0.18 1.23 -5.02 -0.05
C -0.12 1.62 -6.35 -0.09
C 0.96 2.37 -6.81 -0.10
C 1.98 2.72 -5.93 -0.09
C 1.91 2.32 -4.60 -0.05
H -1.02 0.65 -4.67 0.09
H -0.91 1.35 -7.03 0.10
H 1.01 2.68 -7.84 0.10
H 2.82 3.30 -6.27 0.10
H 2.70 2.59 -3.91 0.11
C -3.38 1.02 -2.50 -0.19
C -3.76 -0.04 -1.46 -0.44
Sb -1.99 -0.87 -0.53 1.47
C -1.28 -1.91 -2.27 -0.41
C -2.24 -2.93 -2.88 -0.18
C -2.89 -2.54 0.52 -0.41
C -4.30 -2.93 0.08 -0.19
H -4.26 1.52 -2.91 0.07
H -2.83 0.58 -3.33 0.04
H -2.73 1.79 -2.07 0.05
H -4.33 -0.85 -1.92 0.03
H -4.38 0.39 -0.67 0.04
H -0.35 -2.39 -1.96 0.03
H -1.01 -1.13 -2.98 0.02
H -2.38 -3.79 -2.22 0.06
H -1.85 -3.31 -3.83 0.07
H -3.22 -2.50 -3.08 0.05
H -2.88 -2.26 1.58 0.03
H -2.19 -3.37 0.42 0.04
H -5.00 -2.09 0.18 0.06
H -4.69 -3.74 0.70 0.07
H -4.33 -3.26 -0.96 0.05
```

E_LUMO (alpha / beta) = -0.083 / -2.132 eV
HOMO-LUMO gap (alpha / beta) = 5.02 / 4.94 eV
multiplicity = 5